No. 1
Formula: C5H8IN
Source: the OMol25 dataset
Level of theory: wB97M-V/def2-TZVPD

Output
* maximum force: 0.0702 hartree/bohr
* frontier orbital gap: 7.894 eV
* ΔE to the lowest compared entry with this formula, charge and spin: 87.7 kcal/mol
* molecular weight: 209.03 g mol⁻¹
* 2S+1: 1
* energy: -547.5831 Eh
* E_HOMO: -0.3093 hartree

CARTESIAN COORDINATES (ANGSTROEM)
C: -2.0023 2.8709 0.2882
C: 0.1368 -0.4266 -0.5702
C: -0.9082 0.3224 -0.7824
C: 0.0970 -1.9368 -0.7466
C: 1.2978 0.2692 0.0401
N: -0.8681 2.5382 0.0056
I: -2.7724 -0.1869 -1.3124
H: -2.2875 3.6017 0.9860
H: -2.9084 2.3196 0.0262
H: 0.9085 -2.3625 -1.4280
H: -0.9035 -2.2924 -1.0146
H: 0.3933 -2.3758 0.2577
H: 1.2393 1.2447 -0.2405
H: 1.1860 0.0896 1.0944
H: 2.2232 -0.1871 -0.3001



No. 2
Formula: C5H8IN2O
Source: the OMol25 dataset
Level of theory: wB97M-V/def2-TZVPD

Output
* maximum force: 0.0736 hartree/bohr
* frontier orbital gap (alpha / beta): 6.254 / 6.280 eV
* ΔE to the lowest compared entry with this formula, charge and spin: 84.2 kcal/mol
* molecular weight: 239.04 g mol⁻¹
* 2S+1: 1
* energy: -677.3454 Eh
* charge: +1
* E_HOMO (alpha / beta): -0.4836 / -0.4844 hartree

CARTESIAN COORDINATES (ANGSTROEM)
C: 0.2600 0.3872 0.0130
C: 0.4861 -0.9584 0.0622
C: -1.6286 -0.5948 -0.3132
C: 1.7074 -1.7466 0.3128
C: -1.7137 1.8696 -0.4107
N: -1.0784 0.5915 -0.2416
N: -0.7416 -1.5553 -0.1607
O: -3.8561 -0.9083 -0.9047
I: -5.1433 -0.8087 0.4143
H: 0.9375 1.2088 0.1216
H: 2.5682 -1.0859 0.3678
H: 1.6297 -2.2912 1.2534
H: 1.8689 -2.4714 -0.4840
H: -2.7916 1.7549 -0.3128
H: -1.3465 2.5682 0.3412
H: -1.4907 2.2685 -1.4026
H: -0.9184 -2.5503 -0.2022



No. 3
Formula: C5H8INO2
Source: the OMol25 dataset
Level of theory: wB97M-V/def2-TZVPD

Output
* maximum force: 0.0730 hartree/bohr
* frontier orbital gap (alpha / beta): 8.957 / 8.957 eV
* ΔE to the lowest compared entry with this formula, charge and spin: 86.8 kcal/mol
* SMILES: C[C@H](I)[C@@]1(C)OC=[N+]1[O-]
* molecular weight: 241.03 g mol⁻¹
* 2S+1: 1
* energy: -698.0938 Eh
* E_HOMO (alpha / beta): -0.3132 / -0.3132 hartree

CARTESIAN COORDINATES (ANGSTROEM)
C: 1.8734 0.5411 0.0029
C: 0.4987 1.1259 -0.1701
I: 0.2239 2.6779 1.1428
C: -0.5511 0.0464 0.0338
C: -0.6195 -0.6103 1.3911
O: -1.9912 0.3522 -0.3446
C: -1.9140 -0.7158 -1.3014
N: -0.6658 -1.0164 -1.0844
O: 0.1757 -1.7576 -1.5726
H: 2.0417 -0.2205 -0.8361
H: 2.2684 0.0032 0.9010
H: 2.5718 1.3833 0.1216
H: 0.4881 1.4310 -1.1490
H: 0.1764 -1.3149 1.5793
H: -1.4431 -1.1833 1.3237
H: -0.5707 0.2256 2.1130
H: -2.5626 -0.9677 -2.1512



No. 4
Formula: C5H8INS
Source: the OMol25 dataset
Level of theory: wB97M-V/def2-TZVPD

Output
* maximum force: 0.1621 hartree/bohr
* frontier orbital gap (alpha / beta): 7.051 / 7.322 eV
* ΔE to the lowest compared entry with this formula, charge and spin: 71.0 kcal/mol
* SMILES: C=N/C(I)=C/[C@@H](C)S
* molecular weight: 241.10 g mol⁻¹
* 2S+1: 1
* energy: -945.7880 Eh
* E_HOMO (alpha / beta): -0.2903 / -0.2982 hartree

CARTESIAN COORDINATES (ANGSTROEM)
C: -2.0576 2.5413 0.2489
N: -0.8077 2.5509 0.5064
C: 0.1108 1.5773 0.7412
I: 1.3501 1.5299 2.3268
C: -0.0822 0.1470 -0.1101
C: 0.7366 -1.0569 0.0396
C: -0.0461 -2.2381 -0.5561
S: 2.5174 -1.1480 -1.0160
H: -2.5448 3.5065 0.1802
H: -2.6581 1.6927 0.1149
H: -0.5030 0.3225 -1.0241
H: 1.1367 -1.4045 0.9573
H: 0.0827 -2.3826 -1.7163
H: -1.0337 -2.1849 -0.2132
H: 0.4203 -3.1538 -0.2183
H: 3.3786 -0.2992 -0.2613



No. 5
Formula: C5H8IOS
Source: the OMol25 dataset
Level of theory: wB97M-V/def2-TZVPD

Output
* maximum force: 0.0414 hartree/bohr
* frontier orbital gap: 5.253 eV
* molecular weight: 243.09 g mol⁻¹
* 2S+1: 1
* energy: -966.4333 Eh
* charge: -1
* E_HOMO: -0.0803 hartree

CARTESIAN COORDINATES (ANGSTROEM)
C: 2.7128 -1.5006 -0.2136
C: -2.0175 -0.3829 1.0083
C: -1.0441 -0.2393 -0.1564
C: -0.0304 0.8810 0.0797
C: 1.0001 0.8802 -1.0246
O: 2.8209 -1.1489 0.8955
S: 2.7503 -2.2769 -1.5637
I: 2.3162 2.6387 -0.7735
H: -2.8178 -1.0862 0.7696
H: -2.4669 0.5848 1.2414
H: -1.4997 -0.7374 1.8982
H: -1.6079 -0.0270 -1.0714
H: -0.5098 -1.1798 -0.3128
H: -0.5942 1.8277 0.1810
H: 0.4743 0.7077 1.0386
H: 0.5135 1.0587 -1.9964



No. 6
Formula: C5H8IP
Source: the OMol25 dataset
Level of theory: wB97M-V/def2-TZVPD

Output
* maximum force: 0.0635 hartree/bohr
* frontier orbital gap (alpha / beta): 7.053 / 6.259 eV
* ΔE to the lowest compared entry with this formula, charge and spin: 74.7 kcal/mol
* SMILES: C=C(C)C=P(=C)I
* molecular weight: 226.00 g mol⁻¹
* 2S+1: 1
* energy: -834.2192 Eh
* E_HOMO (alpha / beta): -0.2957 / -0.2658 hartree

CARTESIAN COORDINATES (ANGSTROEM)
C: 1.1435 0.2445 0.2987
C: 0.0955 -0.2626 -0.5005
C: 0.4155 -0.5368 -1.9373
C: -1.2339 -0.3413 -0.0911
P: -1.7887 1.0187 0.9516
C: -1.7165 0.6394 2.5870
I: -0.9870 3.3530 0.6873
H: 2.0277 0.0552 -0.1862
H: 1.2545 0.6400 1.2677
H: 0.7974 0.3522 -2.3721
H: -0.5618 -0.6738 -2.4127
H: 1.0302 -1.4194 -2.0125
H: -1.9868 -0.9758 -0.5930
H: -1.9170 -0.3740 2.9985
H: -2.0909 1.3779 3.2366



No. 7
Formula: C5H8KO4S
Source: the OMol25 dataset
Level of theory: wB97M-V/def2-TZVPD

Output
* maximum force: 0.0886 hartree/bohr
* frontier orbital gap: 8.995 eV
* ΔE to the lowest compared entry with this formula, charge and spin: 0.0 kcal/mol
* molecular weight: 203.28 g mol⁻¹
* 2S+1: 1
* energy: -1494.1210 Eh
* charge: +1
* E_HOMO: -0.4961 hartree

CARTESIAN COORDINATES (ANGSTROEM)
C: 0.0197 1.7713 0.6495
S: -0.9080 0.3592 1.2244
O: -0.3984 0.1008 2.5417
O: -2.2875 0.6977 1.0162
C: -0.4803 -0.9435 0.1250
C: -0.7660 -0.6430 -1.3550
O: -0.0643 -1.7196 -2.0021
C: 1.1737 -1.7075 -1.4074
O: 2.1866 -1.8696 -2.0037
C: 0.9919 -1.3877 0.0685
H: -0.1644 1.9721 -0.3979
H: -0.2936 2.6076 1.2481
H: 1.0787 1.6152 0.8349
H: -1.1068 -1.8010 0.3778
H: -1.8215 -0.6397 -1.6155
H: -0.2706 0.2783 -1.6776
H: 1.6901 -0.6173 0.3950
H: 1.1332 -2.2901 0.6625
K: 0.2876 4.2169 1.3154



No. 8
Formula: C5H8LiO4Y
Source: the OMol25 dataset
Level of theory: wB97M-V/def2-TZVPD

Output
* maximum force: 0.0581 hartree/bohr
* frontier orbital gap (alpha / beta): 5.084 / 4.864 eV
* molecular weight: 227.96 g mol⁻¹
* 2S+1: 2
* energy: -541.7958 Eh
* charge: +1
* E_HOMO (alpha / beta): -0.3760 / -0.3760 hartree

CARTESIAN COORDINATES (ANGSTROEM)
C: -3.2011 1.1934 1.0326
C: -3.5086 -0.1038 0.2977
O: -2.5100 -0.5462 -0.4968
Li: -2.2310 -2.2007 -1.1027
H: -4.0745 1.5547 1.5974
H: -2.3672 1.0524 1.7381
H: -2.9163 1.9755 0.3105
H: -4.4422 0.0568 -0.5042
H: -3.8066 -0.8765 1.0459
O: -4.8010 -0.2623 -4.3625
C: -2.9390 -2.6273 -3.1159
C: -5.1087 -0.3142 -3.1573
O: -2.4594 -2.7488 -4.2432
O: -4.3742 -2.5628 -3.2659
C: -5.0606 -1.6390 -2.4503
Y: -4.1690 -2.1074 -5.8094
H: -5.8059 0.4363 -2.7437
H: -6.0816 -1.9923 -2.2436
H: -4.5117 -1.4832 -1.4949



No. 9
Formula: C5H8N
Source: the OMol25 dataset
Level of theory: wB97M-V/def2-TZVPD

Output
* maximum force: 0.0786 hartree/bohr
* frontier orbital gap: 9.377 eV
* ΔE to the lowest compared entry with this formula, charge and spin: 90.7 kcal/mol
* SMILES: C=C=C/C=C/[NH3+]
* molecular weight: 82.13 g mol⁻¹
* 2S+1: 1
* energy: -249.6806 Eh
* charge: +1
* E_HOMO: -0.4856 hartree

CARTESIAN COORDINATES (ANGSTROEM)
C: 0.9553 2.0231 -2.3918
C: 0.5053 1.8439 -1.2030
C: 0.2963 1.4828 0.0499
C: 0.0053 -0.0771 0.3832
C: -0.5231 -0.8452 1.4130
N: -0.7848 -2.3012 1.2905
H: 1.9687 1.8132 -2.5994
H: 0.4219 2.5147 -3.2632
H: 0.3722 2.2340 0.7386
H: 0.3982 -0.4958 -0.4650
H: -1.0396 -0.4324 2.3545
H: -0.5840 -2.6182 0.2933
H: -1.7463 -2.4563 1.3255
H: -0.2454 -2.6856 2.0739



No. 10
Formula: C5H8N
Source: the OMol25 dataset
Level of theory: wB97M-V/def2-TZVPD

Output
* maximum force: 0.0619 hartree/bohr
* frontier orbital gap: 11.039 eV
* ΔE to the lowest compared entry with this formula, charge and spin: 81.1 kcal/mol
* SMILES: C1=C[C@]2(C1)C[NH2+]2
* molecular weight: 82.13 g mol⁻¹
* 2S+1: 1
* energy: -249.6959 Eh
* charge: +1
* E_HOMO: -0.5341 hartree

CARTESIAN COORDINATES (ANGSTROEM)
C: 1.9526 0.0236 0.0855
C: 1.1260 1.0692 -0.1250
C: -0.1259 0.0517 -0.2028
C: 0.9141 -1.0677 -0.0554
C: -1.5017 0.2102 -0.7482
N: -1.3294 0.1430 0.6769
H: 3.0322 -0.0840 0.3227
H: 0.9234 2.1837 -0.1111
H: 0.9783 -1.5503 -0.9611
H: 0.8401 -1.6523 0.8817
H: -1.7067 1.2250 -1.1518
H: -2.2200 -0.5833 -0.9770
H: -1.2801 0.8507 1.4375
H: -1.6029 -0.8196 0.9283



No. 11
Formula: C5H8N
Source: the OMol25 dataset
Level of theory: wB97M-V/def2-TZVPD

Output
* maximum force: 0.1324 hartree/bohr
* frontier orbital gap: 10.796 eV
* ΔE to the lowest compared entry with this formula, charge and spin: 126.6 kcal/mol
* molecular weight: 82.13 g mol⁻¹
* 2S+1: 1
* energy: -249.6234 Eh
* charge: +1
* E_HOMO: -0.5335 hartree

CARTESIAN COORDINATES (ANGSTROEM)
C: 1.9333 -0.1795 0.1318
C: 1.6749 1.1149 0.1543
C: 0.7280 -0.8954 -0.0396
C: -1.5035 0.3080 -0.8134
C: -0.2018 0.3392 -0.1195
N: -1.4768 0.1614 0.7185
H: 2.9663 -0.6114 0.3632
H: 1.9005 2.1023 0.0896
H: 0.8841 -1.5845 -0.9453
H: 0.3552 -1.7267 0.6232
H: -1.7909 1.2571 -1.2215
H: -1.8938 -0.5856 -1.2264
H: -1.7645 0.9883 1.3403
H: -1.8109 -0.6881 0.9447



No. 12
Formula: C5H8N
Source: the OMol25 dataset
Level of theory: wB97M-V/def2-TZVPD

Output
* maximum force: 0.0747 hartree/bohr
* frontier orbital gap: 10.594 eV
* ΔE to the lowest compared entry with this formula, charge and spin: 102.0 kcal/mol
* molecular weight: 82.13 g mol⁻¹
* 2S+1: 1
* energy: -249.6625 Eh
* charge: +1
* E_HOMO: -0.6068 hartree

CARTESIAN COORDINATES (ANGSTROEM)
C: -0.4890 3.0140 -0.7696
C: -1.2260 -0.9407 -0.0748
C: -0.0782 -0.9197 -1.0655
C: 0.0604 -0.3201 0.2218
C: 1.0278 -0.0785 1.2480
N: -0.0149 1.9964 -0.5899
H: -0.7325 4.0059 -0.8497
H: -1.9894 -0.3359 -0.5210
H: -1.4943 -1.8802 0.3025
H: 0.5596 -1.5898 -1.4503
H: -0.1920 -0.1831 -1.8204
H: 1.9658 -0.4699 0.8705
H: 0.5915 -0.4836 2.2106
H: 1.0371 1.0516 1.3409